1.
DFT (ωB97M-V/def2-TZVPD) results for a structure of composition C11H20NP.

## Properties
HOMO-LUMO gap: 0.305 hartree
E_tot: -22506.4937 eV
LUMO: 0.84 eV

CARTESIAN COORDINATES (ANGSTROEM)
C (1.38, -2.04, -0.11)
C (0.77, -0.97, -0.97)
C (0.46, -3.05, 0.01)
C (-0.50, -1.61, -1.46)
C (-0.72, -2.70, -0.70)
C (2.30, 1.14, 0.55)
C (1.19, 0.20, 2.60)
C (-2.72, 0.77, -0.92)
C (-0.57, 1.98, -1.74)
C (0.98, 0.93, 1.27)
C (-1.29, 1.35, -0.55)
N (-1.11, -1.16, 1.05)
P (-0.32, -0.02, 0.31)
H (2.31, -2.00, 0.28)
H (1.40, -0.27, -1.61)
H (0.55, -3.78, 0.81)
H (-1.15, -1.18, -2.22)
H (-1.76, -3.20, -0.68)
H (2.59, 0.05, 0.39)
H (2.16, 1.54, -0.46)
H (2.93, 1.96, 0.98)
H (1.69, -0.78, 2.45)
H (0.21, 0.00, 3.07)
H (1.92, 0.79, 3.20)
H (-2.60, -0.17, -1.37)
H (-3.18, 0.57, 0.03)
H (-3.22, 1.47, -1.48)
H (-0.57, 1.35, -2.64)
H (0.37, 2.32, -1.61)
H (-1.13, 2.97, -1.97)
H (0.49, 1.91, 1.68)
H (-1.30, 2.15, 0.17)
H (-1.56, -0.51, 1.64)

=====

2.
DFT (ωB97M-V/def2-TZVPD) results for a cluster of 2 separate species, C11H20OP in total.

## Properties
HOMO-LUMO gap: 0.224 hartree
Total charge: -1
E_tot: -23060.3226 eV
LUMO: 3.15 eV

CARTESIAN COORDINATES (ANGSTROEM)
C (-4.56, -1.64, -1.64)
C (-3.16, -1.04, -2.14)
C (-2.39, -1.70, -3.33)
C (-1.00, -1.20, -3.85)
C (-0.41, 0.04, -3.09)
C (-1.18, 0.72, -1.93)
C (-0.46, 1.98, -1.21)
P (1.00, 1.20, -0.17)
C (-2.57, 0.22, -1.40)
H (-4.75, -2.57, -2.28)
H (-5.35, -0.82, -1.77)
H (-4.42, -1.95, -0.54)
H (-2.85, -2.60, -3.86)
H (-0.43, -1.72, -4.71)
H (0.60, 0.47, -3.38)
H (-0.10, 2.67, -2.04)
H (-1.22, 2.54, -0.55)
H (1.61, 2.50, 0.01)
H (1.81, 1.02, -1.38)
H (0.42, -0.14, -0.35)
H (0.19, 1.31, 1.04)
H (2.08, 0.58, 0.58)
H (-3.11, 0.75, -0.54)
C (2.61, 1.16, 3.70)
C (3.17, -0.17, 3.26)
O (3.44, -0.39, 2.10)
C (3.36, -1.22, 4.33)
H (2.53, 1.81, 2.83)
H (1.62, 1.03, 4.13)
H (3.29, 1.62, 4.42)
H (2.40, -1.46, 4.80)
H (4.07, -0.87, 5.08)
H (3.76, -2.13, 3.87)

=====

3.
DFT (ωB97M-V/def2-TZVPD) results for a cluster of 2 separate species, C11H21BN3O3P in total.

## Properties
HOMO-LUMO gap: 0.276 hartree
SMILES: CCNB(Cc1ccccc1C)P(O)O.NC(N)=O
E_tot: -32325.7245 eV
LUMO: -0.15 eV

CARTESIAN COORDINATES (ANGSTROEM)
C (1.72, 2.96, 0.02)
C (2.50, 2.16, -1.08)
N (1.67, 1.25, -1.89)
B (0.48, 0.74, -1.19)
C (0.39, -0.54, -0.23)
C (1.68, -0.88, 0.58)
C (3.02, -1.01, 0.00)
C (4.21, -1.33, 0.76)
C (4.12, -1.54, 2.20)
C (2.81, -1.45, 2.80)
C (1.59, -1.13, 2.03)
C (0.26, -1.09, 2.84)
P (-1.19, 1.73, -1.52)
O (-2.23, 0.63, -2.31)
O (-1.85, 2.27, -0.06)
H (0.81, 3.49, -0.38)
H (2.41, 3.80, 0.35)
H (1.51, 2.38, 0.96)
H (2.93, 2.93, -1.79)
H (3.40, 1.67, -0.60)
H (2.21, 0.52, -2.36)
H (-0.44, -0.34, 0.52)
H (0.07, -1.44, -0.82)
H (3.12, -0.87, -1.09)
H (5.17, -1.38, 0.19)
H (5.06, -1.75, 2.74)
H (2.75, -1.63, 3.90)
H (0.43, -1.69, 3.78)
H (-0.49, -1.70, 2.26)
H (-0.12, -0.07, 3.08)
H (-2.72, 1.17, -2.95)
H (-1.18, 2.33, 0.65)
N (-6.49, -1.91, -1.34)
C (-5.16, -1.65, -1.45)
N (-4.83, -0.33, -1.48)
O (-4.32, -2.54, -1.52)
H (-7.19, -1.19, -1.29)
H (-6.78, -2.87, -1.32)
H (-3.84, -0.10, -1.56)
H (-5.50, 0.41, -1.43)